{"formula": "C11H18P", "method": "wB97M-V/def2-TZVPD", "e_above_lowest_kcal_mol": 3.1, "energy_ev": -20977.71817, "homo_energy_ev": -13.010, "charge": 1, "e_lumo_ev": -4.586, "homo_lumo_gap_ev": 8.424, "species": ["C", "C", "C", "C", "C", "C", "C", "C", "C", "C", "C", "P", "H", "H", "H", "H", "H", "H", "H", "H", "H", "H", "H", "H", "H", "H", "H", "H", "H", "H"], "xyz": [[3.607, -2.586, -0.522], [3.546, -1.629, 0.459], [2.530, -2.824, -1.359], [2.344, -1.002, 0.805], [1.281, -2.087, -1.198], [1.322, -1.247, -0.145], [-0.051, 2.608, -0.624], [-2.556, 2.383, -0.075], [-1.167, 0.513, 2.098], [-2.348, -1.044, -0.151], [-1.246, 1.724, -0.735], [-1.030, 0.131, 0.280], [4.496, -3.133, -0.581], [4.452, -1.395, 1.134], [2.541, -3.670, -2.149], [2.155, -0.222, 1.554], [0.525, -2.465, -1.887], [0.432, 2.698, 0.304], [-0.188, 3.720, -0.886], [0.759, 2.175, -1.307], [-2.825, 3.226, -0.794], [-2.336, 3.068, 0.756], [-3.412, 1.815, 0.189], [-0.885, 1.553, 2.318], [-0.520, -0.205, 2.691], [-2.214, 0.556, 2.479], [-3.367, -0.625, -0.215], [-2.204, -1.972, 0.559], [-2.244, -1.647, -1.181], [-1.393, 1.582, -1.817]], "forces_ev_per_a": [[-1.117, 0.215, -0.742], [0.787, 1.218, 3.043], [-1.045, -0.725, -0.685], [-1.438, 0.673, -2.038], [1.916, -1.902, -0.607], [-1.426, 1.357, 1.438], [1.931, 1.339, -2.190], [1.607, 2.953, -1.765], [-0.146, 0.109, 0.341], [0.352, -3.340, -1.140], [-1.947, -0.114, 1.781], [1.904, -0.813, -0.944], [1.154, -0.795, -0.485], [-1.494, -0.548, -1.277], [0.098, 1.668, 1.424], [0.605, -0.619, -0.185], [-0.336, 0.921, 0.505], [0.305, -0.329, 1.716], [-0.311, -1.776, -0.146], [-1.005, 0.825, 0.740], [-0.232, -1.401, 0.396], [0.496, -0.798, 0.356], [-0.590, -0.842, -0.168], [0.615, -0.333, -0.367], [-0.921, 0.850, -0.729], [0.556, -0.767, -0.512], [0.462, -0.186, 0.615], [-0.771, 2.041, -0.848], [0.327, 1.865, 1.886], [-0.336, -0.746, 0.584]]}